No. 1
C21H37GeN11O7P2Ti | ωB97M-V/def2-TZVPD

```
80
Properties=species:S:1:pos:R:3:lowdin_charge:R:1
Ti 0.0614 -0.3092 0.1955 1.1474
N 2.0076 1.5467 3.7222 0.1890
C 0.9345 0.5048 3.7984 -0.5834
C 0.6042 0.1351 5.2243 -0.0956
P 1.5142 -1.0135 2.8944 0.4571
O 3.1204 -0.7714 3.1316 -0.1244
O 1.1128 -2.3315 3.3907 -0.2158
O 1.3100 -0.7323 1.4038 -0.4053
P -0.7228 1.0553 2.9569 0.8929
O 1.0948 2.4582 1.2584 -0.0631
O -1.1758 -0.2597 2.4211 -0.4759
O 0.0207 1.5046 1.3620 -0.4878
H 2.9148 1.0485 3.6988 0.1450
H 1.9701 2.1832 4.5243 0.1778
H 1.8922 2.0935 2.8409 0.1244
H 1.4635 -0.2705 5.7591 0.1006
H -0.1600 -0.6424 5.1835 0.0914
H 0.2036 0.9867 5.7743 0.0905
H 3.5556 -1.6081 3.2849 0.0927
H 1.2532 2.4976 0.2936 0.0349
N -0.8419 -4.1899 2.2932 0.1420
C -2.0968 -3.7385 2.5504 -0.0346
C -2.3010 -2.6851 1.7071 -0.1101
N -1.1884 -2.4685 0.9505 0.0843
C -0.3214 -3.3958 1.3307 -0.2893
C 0.9651 -3.5379 0.7236 -0.2874
N 1.3724 -2.7611 -0.2663 0.0702
C 2.6185 -3.2014 -0.5885 -0.1116
C 2.9680 -4.2509 0.2138 -0.0512
N 1.9085 -4.4574 1.0440 0.1429
H -0.3706 -4.9102 2.8143 0.1695
H -2.7284 -4.1834 3.2902 0.1269
H -3.1830 -2.0842 1.6184 0.1056
H 3.1943 -2.7383 -1.3647 0.1091
H 3.8504 -4.8551 0.2504 0.1226
H 1.8675 -5.1531 1.7723 0.1701
N -1.3836 -2.8494 -2.9925 0.0808
C -0.3476 -2.1757 -2.4735 -0.0974
N -0.7849 -1.3402 -1.5495 0.0276
C -2.1404 -1.5487 -1.5428 -0.3153
N -2.5139 -2.4568 -2.4155 0.1618
C -3.0315 -0.7754 -0.7007 -0.2164
C -4.4196 -0.9542 -0.7029 -0.0398
N -5.2020 -0.2032 0.0439 0.1188
C -4.6337 0.7379 0.7792 -0.0653
C -3.2510 0.9302 0.7830 -0.0852
N -2.4483 0.1588 0.0616 0.0755
H -1.4021 -3.5485 -3.7239 0.1824
H 0.6680 -2.2992 -2.7927 0.1367
H -4.8880 -1.7158 -1.3084 0.1304
H -5.3007 1.3427 1.3769 0.1231
H -2.7839 1.7185 1.3651 0.0926
C 1.1562 1.9638 -3.7754 -0.1882
Ge 2.2631 1.7260 -2.1324 0.8316
C 2.4742 3.5363 -1.2703 -0.1949
C 4.0926 1.2289 -2.7585 -0.2032
C 1.7801 0.1949 -0.9525 -0.3121
H 1.7784 2.4051 -4.5478 0.0305
H 0.3193 2.6288 -3.6109 -0.0030
H 0.7822 1.0157 -4.1468 0.0191
H 3.0738 4.1277 -1.9594 0.0359
H 3.0293 3.4951 -0.3350 0.0248
H 1.5500 4.0890 -1.1157 0.0070
H 4.5488 2.0447 -3.3105 0.0241
H 4.0643 0.3618 -3.4140 0.0198
H 4.7435 0.9901 -1.9206 0.0192
H 2.6428 0.0958 -0.2805 0.0259
H 1.8439 -0.6523 -1.6407 -0.0117
C -2.9553 3.0479 -3.4292 -0.0163
N -2.0153 2.8578 -2.3504 -0.1586
C -1.7115 4.0169 -1.5376 0.0062
C -1.4379 1.7012 -2.0959 -0.3227
O -0.6150 1.5028 -1.1876 -0.1413
H -2.5728 3.7910 -4.1302 0.1047
H -3.9030 3.4172 -3.0392 0.1048
H -3.1265 2.1157 -3.9627 0.0985
H -1.8152 4.9203 -2.1322 0.1055
H -0.6891 3.9329 -1.1752 0.0747
H -2.3859 4.0753 -0.6831 0.1054
H -1.7403 0.8843 -2.7714 0.1529
```

Computed properties:
Charge: +2
E_LUMO (eV): -5.8
F_max (hartree/bohr): 0.050

No. 2
C3H4ClF | ωB97M-V/def2-TZVPD

```
9
Properties=species:S:1:pos:R:3:lowdin_charge:R:1
F 1.5273 -0.8999 0.0474 0.0227
C 0.4456 -0.4814 -0.5500 -0.4362
C 0.1849 0.9259 -0.0783 -0.0778
C -0.5301 -0.3168 0.6044 -0.5153
Cl -2.2456 -0.4653 -0.0858 0.5077
H 0.2227 -0.7980 -1.6622 0.1827
H -0.3336 1.5497 -0.6363 0.0370
H 0.9932 1.1543 0.6929 0.1376
H -0.2644 -0.6685 1.6679 0.1416
```

Computed properties:
Relative energy (zero: lowest compared OMol25 entry of this formula, charge and spin) (kcal per mole): 40.4
SMILES: F[C@@H]1C[C@H]1Cl
E_LUMO (eV): 1.1
F_max (hartree/bohr): 0.144

No. 3
H2I3P2 | ωB97M-V/def2-TZVPD

```
7
Properties=species:S:1:pos:R:3:lowdin_charge:R:1
P 0.2552 -0.1384 0.0909 0.3780
P 0.7486 0.6214 2.0032 0.1590
I -0.7797 -0.6489 -3.5108 0.0655
I -1.0290 1.8483 -2.6485 0.0499
I -0.9276 0.0594 3.5562 0.5188
H 1.6991 -0.1856 0.2156 -0.1120
H 0.0334 -1.5562 0.2934 -0.0591
```

Computed properties:
Charge: +1
Relative energy (zero: lowest compared OMol25 entry of this formula, charge and spin) (kcal per mole): 46.5
E_LUMO (eV): -7.5
F_max (hartree/bohr): 0.026

No. 4
C18H43NO10P3 | ωB97M-V/def2-TZVPD

```
75
Properties=species:S:1:pos:R:3:lowdin_charge:R:1
C -0.9492 1.9688 -0.4864 -0.1686
C -0.6728 1.4224 0.9266 -0.4341
P -0.0958 -0.3300 0.9855 0.8559
C -1.3253 -1.2414 -0.0339 -0.4519
C -1.0975 -2.7575 -0.0650 -0.1828
N 1.4160 -0.2590 0.1733 -0.2309
C 1.6200 -1.1476 -0.9921 -0.2085
C 3.0247 -0.8022 -1.6219 -0.7645
O 3.2810 0.4081 -1.7063 -0.0794
O 3.7546 -1.7596 -1.9470 -0.0911
H -1.4300 2.9480 -0.3656 0.0509
H -1.6424 1.3569 -1.0618 0.0461
H -0.0355 2.1618 -1.0479 0.0659
H -1.5626 1.5589 1.5436 0.0539
H 0.1537 2.0106 1.3289 0.0566
H -1.3839 -0.7988 -1.0317 0.0544
H -2.2949 -1.0442 0.4333 0.0660
H -0.3728 -3.0861 0.6818 0.0496
H -0.6787 -3.0492 -1.0298 0.0591
H -2.0210 -3.3247 0.0549 0.0561
H 2.1190 -0.5213 0.8513 0.0556
H 1.6937 -2.1876 -0.6605 0.0670
H 0.8354 -1.0535 -1.7404 0.1000
O 1.3913 -6.5027 2.1173 -0.2166
P 2.5339 -7.4018 1.8931 0.4629
O 3.5113 -7.3270 3.1838 -0.1857
C 2.9652 -7.4968 4.4858 -0.2852
C 2.6470 -8.9510 4.7864 -0.0796
O 3.4578 -6.6884 0.8006 -0.1939
C 3.0494 -5.4824 0.1265 -0.2584
C 3.5637 -4.2498 0.8287 -0.0602
O 2.9499 -8.8707 1.3477 -0.1707
C 2.0244 -9.9681 1.3181 -0.2742
C 0.6085 -9.5595 0.9635 -0.0887
H 2.0756 -6.8739 4.6085 0.1115
H 3.7201 -7.1329 5.1829 0.1168
H 1.8040 -9.2970 4.1811 0.0599
H 2.3772 -9.0782 5.8358 0.0757
H 3.5047 -9.5863 4.5628 0.0827
H 1.9662 -5.4519 0.0158 0.1025
H 3.4726 -5.5318 -0.8762 0.1209
H 3.2887 -4.2439 1.8857 0.0754
H 3.1733 -3.3490 0.3566 0.0542
H 4.6527 -4.2098 0.7898 0.0818
H 2.0463 -10.4890 2.2800 0.0987
H 2.4031 -10.6662 0.5715 0.1167
H 0.1736 -8.9210 1.7371 0.0669
H -0.0269 -10.4394 0.8607 0.0782
H 0.5913 -9.0012 0.0266 0.0884
O -2.8171 6.4744 -1.5498 -0.2150
P -2.3321 7.8540 -1.7035 0.4636
O -2.1202 8.1621 -3.2765 -0.1845
C -3.1751 7.8885 -4.1935 -0.2803
C -4.2794 8.9275 -4.1180 -0.0780
O -0.8010 7.8381 -1.2190 -0.1952
C -0.2089 6.6743 -0.6276 -0.2754
C 0.4891 5.8205 -1.6627 -0.0666
O -2.5285 9.3666 -1.1672 -0.1693
C -3.7636 9.8222 -0.5889 -0.2697
C -4.4612 8.7753 0.2558 -0.0876
H -3.5755 6.8862 -4.0232 0.1123
H -2.7258 7.8985 -5.1862 0.1179
H -4.8245 8.8470 -3.1728 0.0606
H -4.9962 8.7878 -4.9280 0.0772
H -3.8653 9.9343 -4.1827 0.0834
H -0.9522 6.0981 -0.0779 0.1019
H 0.5184 7.0371 0.1000 0.1153
H -0.1749 5.5662 -2.4889 0.0774
H 0.8540 4.8959 -1.2143 0.0776
H 1.3366 6.3578 -2.0908 0.0766
H -4.4250 10.1822 -1.3821 0.1001
H -3.5111 10.6843 0.0281 0.1173
H -4.7972 7.9321 -0.3537 0.0677
H -5.3364 9.2028 0.7450 0.0797
H -3.7878 8.3832 1.0191 0.0880
```

Computed properties:
Charge: -1
Relative energy (zero: lowest compared OMol25 entry of this formula, charge and spin) (kcal per mole): 0.0
E_LUMO (eV): 2.0
F_max (hartree/bohr): 0.104

No. 5
C4H12NO | ωB97M-V/def2-TZVPD

```
18
Properties=species:S:1:pos:R:3:lowdin_charge:R:1
C -2.1836 1.3516 1.0261 0.0918
O 1.2412 0.2050 -1.0988 -0.0134
C -1.2426 0.4987 0.5113 -0.1552
C -1.4628 -0.9433 0.1559 -0.2084
C -0.8893 -1.2866 -1.2279 0.1298
N 3.3411 0.2572 0.9116 0.0844
H -3.2176 1.0207 1.2036 0.0834
H -1.8887 2.3942 1.1869 0.0804
H 1.5121 0.5679 -1.9469 0.0869
H -0.1928 0.8544 0.2984 0.1078
H -2.5143 -1.2207 0.2841 0.1631
H -0.9448 -1.5195 0.9470 0.1450
H 0.2738 -0.5849 -1.2244 0.1038
H -1.5822 -0.8916 -1.9842 0.1310
H -0.7180 -2.3609 -1.2805 0.1224
H 3.7638 -0.6025 1.1769 0.0159
H 2.7602 0.1860 0.1032 -0.0434
H 4.1010 0.9941 0.8522 0.0747
```

Computed properties:
Charge: +1
Relative energy (zero: lowest compared OMol25 entry of this formula, charge and spin) (kcal per mole): 182.3
E_LUMO (eV): -9.5
F_max (hartree/bohr): 0.107

No. 6
C2H3NO2S | ωB97M-V/def2-TZVPD

```
9
Properties=species:S:1:pos:R:3:lowdin_charge:R:1
C 0.9945 -0.5921 -0.2077 -0.5946
C -1.3782 -0.3412 -0.0765 -0.1822
H 0.9285 1.6895 0.6782 0.2210
H 1.0069 -1.6766 -0.2575 0.0863
H -1.4055 -1.4039 0.1202 0.1309
N -0.0834 0.2147 -0.0952 -0.3468
O 0.0236 1.5068 -0.2661 -0.1045
O -2.4275 0.3506 0.0768 0.0333
S 2.3410 0.2522 0.0278 0.7566
```

Computed properties:
Relative energy (zero: lowest compared OMol25 entry of this formula, charge and spin) (kcal per mole): 106.3
E_LUMO (eV): -0.6
F_max (hartree/bohr): 0.109

Computed values of E (unit: Eh) for the preceding records, in sequence: -5560.17477 -676.67712 -1576.66656 -2543.05903 -289.08431 -681.28988.